1.
Entry from OMol25: C3H33HfO15 as an isolated structure in a non-equilibrium geometry (ωB97M-V with the def2-TZVPD basis set).

XYZ file:
```
52
Properties=species:S:1:pos:R:3
Hf 5.294 1.631 21.824
C 4.510 3.459 24.407
O 4.602 2.763 23.218
H 3.462 3.685 24.500
H 4.966 4.431 24.323
H 4.894 2.780 25.150
C 6.224 4.458 20.952
O 5.988 3.109 20.721
H 5.231 4.919 21.191
H 6.728 4.783 20.023
H 6.824 4.465 21.809
C 7.884 1.323 23.745
O 6.975 1.133 22.699
H 8.954 1.182 23.452
H 7.605 0.662 24.557
H 7.791 2.388 24.036
O 5.569 7.560 21.410
H 4.847 7.093 21.898
H 5.010 8.265 21.043
O 6.664 3.785 17.715
H 5.977 3.793 18.353
H 6.677 4.552 17.150
O 3.645 6.306 22.843
H 3.653 5.740 23.622
H 2.762 6.678 22.892
O 8.230 6.914 21.903
H 7.240 7.032 21.882
H 8.585 7.231 22.707
O 9.433 4.110 21.740
H 10.052 4.707 21.290
H 8.901 4.747 22.096
O 8.305 2.156 19.779
H 9.109 1.903 20.159
H 7.940 2.984 20.077
O 3.894 4.688 18.621
H 3.700 4.644 17.654
H 4.344 5.544 18.645
O 3.585 2.034 20.749
H 2.760 1.553 20.556
H 3.507 2.640 19.956
O 2.441 4.687 20.742
H 2.903 4.876 19.947
H 2.953 5.211 21.363
O 6.771 7.120 18.907
H 6.347 7.330 19.710
H 7.654 7.493 19.056
O 5.917 0.361 20.315
H 6.526 0.596 19.535
H 5.333 -0.390 20.027
O 9.201 4.990 18.164
H 8.613 5.752 18.286
H 8.546 4.343 18.309
```

Computed properties:
* net charge: +1
* energy above the lowest of the compared OMol25 structures with the same formula, charge and spin: 0.0 kcal per mole

Löwdin population analysis, charges in e, atoms 1 to 2:
1 Hf 1.60
2 C -0.16

***

2.
Entry from OMol25: an isolated molecule of C2H2O4S in a non-equilibrium geometry (ωB97M-V with the def2-TZVPD basis set).

XYZ file:
```
9
Properties=species:S:1:pos:R:3
C 0.757 0.598 -0.161
C 1.960 0.136 -0.048
O -2.328 0.165 1.272
O -2.331 0.064 -1.202
O -0.284 1.050 0.073
O -0.904 -1.443 -0.063
S -1.784 -0.324 0.032
H 2.906 0.455 -0.489
H 2.008 -0.701 0.585
```

Computed properties:
* energy above the lowest of the compared OMol25 structures with the same formula, charge and spin: 37.8 kcal per mole

Löwdin population analysis, charges in e, atoms 1 to 2:
1 C -0.21
2 C 0.09

***

3.
Entry from OMol25: a 15-piece molecular cluster, C45H102N14O17 overall in a non-equilibrium geometry (ωB97M-V with the def2-TZVPD basis set).

XYZ file:
```
178
C45H102N14O17 (ωB97M-V with the def2-TZVPD basis set)
C -1.140 6.106 2.211
C -1.207 5.259 0.925
O -2.573 4.843 0.865
C -3.266 5.406 1.878
O -4.402 5.172 2.135
O -2.508 6.309 2.538
H -0.677 7.075 2.036
H -0.595 5.580 2.993
H -0.523 4.415 1.003
H -0.950 5.807 0.020
C -4.900 3.258 -1.559
C -6.380 3.118 -1.852
O -7.137 2.463 -1.144
N -6.819 3.724 -2.976
C -6.076 4.346 -4.041
H -4.564 4.294 -1.492
H -4.324 2.765 -2.345
H -4.661 2.824 -0.590
H -7.786 3.510 -3.173
H -6.242 3.789 -4.970
H -4.992 4.316 -3.918
H -6.320 5.396 -4.206
C -3.100 7.192 -2.492
C -2.883 5.803 -3.077
O -3.742 5.230 -3.725
N -1.661 5.260 -2.833
C -1.278 3.930 -3.288
H -2.162 7.649 -2.177
H -3.734 7.079 -1.612
H -3.593 7.792 -3.250
H -0.987 5.853 -2.385
H -2.111 3.471 -3.811
H -1.006 3.352 -2.409
H -0.471 4.022 -4.018
C -4.913 -3.077 1.897
C -4.506 -1.714 1.355
O -3.319 -1.449 1.166
N -5.526 -0.869 1.123
C -5.414 0.437 0.490
H -4.433 -3.856 1.312
H -5.994 -3.190 1.934
H -4.499 -3.171 2.903
H -6.363 -1.051 1.651
H -6.043 1.140 1.020
H -5.599 0.385 -0.577
H -4.369 0.753 0.544
C -1.007 -5.276 2.631
C -0.128 -4.155 3.131
O 1.065 -4.153 2.856
N -0.755 -3.155 3.795
C -0.095 -2.190 4.669
H -0.399 -5.941 2.032
H -1.770 -4.829 1.987
H -1.606 -5.727 3.423
H -1.731 -3.298 3.994
H -0.245 -2.456 5.713
H -0.485 -1.202 4.421
H 0.962 -2.174 4.416
C 2.491 1.200 4.007
C 3.400 2.248 3.354
O 4.423 2.609 3.910
N 3.030 2.655 2.118
C 3.783 3.647 1.388
H 3.122 0.326 4.156
H 1.653 0.984 3.341
H 2.156 1.629 4.948
H 2.325 2.125 1.628
H 3.551 4.666 1.700
H 3.671 3.528 0.311
H 4.854 3.498 1.559
C -0.745 2.665 4.080
C -0.714 3.197 5.499
O 0.322 3.602 5.993
N -1.893 3.182 6.158
C -1.970 3.577 7.549
H -0.729 1.575 4.062
H 0.106 3.070 3.537
H -1.661 2.973 3.564
H -2.704 2.771 5.733
H -1.606 2.775 8.196
H -2.983 3.852 7.832
H -1.343 4.444 7.746
C 3.224 -1.940 -2.653
C 1.884 -2.548 -2.983
O 1.305 -3.265 -2.175
N 1.298 -2.172 -4.132
C -0.041 -2.552 -4.479
H 3.263 -1.701 -1.592
H 3.445 -1.001 -3.169
H 4.039 -2.629 -2.877
H 1.816 -1.526 -4.708
H -0.346 -2.034 -5.389
H -0.772 -2.240 -3.729
H -0.156 -3.620 -4.667
C 7.150 -5.155 0.635
C 5.658 -5.395 0.711
O 5.230 -6.487 1.058
N 4.878 -4.372 0.302
C 3.448 -4.307 0.491
H 7.420 -4.112 0.460
H 7.507 -5.711 -0.237
H 7.668 -5.566 1.496
H 5.385 -3.536 0.043
H 3.079 -5.031 1.210
H 2.929 -4.447 -0.463
H 3.208 -3.290 0.812
C 7.117 -1.010 -2.526
C 6.106 -0.914 -1.405
O 5.819 -1.911 -0.754
N 5.546 0.283 -1.200
C 4.567 0.615 -0.181
H 7.874 -1.740 -2.242
H 7.633 -0.080 -2.756
H 6.601 -1.440 -3.386
H 5.808 1.067 -1.772
H 3.804 -0.144 -0.009
H 4.066 1.563 -0.339
H 5.079 0.707 0.782
C 0.726 1.176 -6.496
C 1.250 1.053 -5.081
O 2.442 0.924 -4.836
N 0.293 1.014 -4.128
C 0.574 1.112 -2.722
H -0.317 1.496 -6.513
H 0.843 0.252 -7.061
H 1.293 1.937 -7.031
H -0.668 1.075 -4.419
H -0.342 1.015 -2.134
H 0.973 2.085 -2.434
H 1.197 0.294 -2.358
C 5.051 -1.650 2.673
C 4.656 -1.929 4.097
O 5.416 -1.619 5.005
N 3.524 -2.630 4.351
C 3.250 -3.073 5.695
H 5.658 -0.753 2.592
H 4.185 -1.538 2.015
H 5.664 -2.495 2.357
H 2.921 -2.922 3.597
H 4.145 -3.437 6.198
H 2.609 -3.957 5.655
H 2.780 -2.285 6.283
C -3.378 -0.369 -2.315
C -3.026 -0.041 -3.755
O -2.567 1.047 -4.086
N -3.186 -1.035 -4.651
C -2.986 -0.826 -6.069
H -2.605 -0.056 -1.620
H -3.509 -1.449 -2.231
H -4.328 0.121 -2.118
H -3.306 -1.967 -4.296
H -1.973 -0.484 -6.283
H -3.675 -0.068 -6.445
H -3.222 -1.741 -6.606
C -1.540 1.826 0.575
C -0.302 0.971 0.623
O 0.804 1.517 0.547
N -0.475 -0.341 0.825
C 0.576 -1.331 0.800
H -2.468 1.290 0.362
H -1.389 2.500 -0.270
H -1.733 2.378 1.491
H -1.427 -0.654 0.990
H 1.296 -1.213 -0.012
H 0.168 -2.333 0.696
H 1.171 -1.276 1.719
C 0.350 -7.177 -0.879
C -0.875 -6.266 -0.789
O -1.996 -6.732 -0.659
N -0.585 -4.955 -0.879
C -1.625 -3.952 -0.939
H 0.263 -7.961 -0.132
H 1.283 -6.626 -0.774
H 0.301 -7.623 -1.874
H 0.350 -4.658 -1.097
H -1.201 -3.001 -1.260
H -2.036 -3.794 0.056
H -2.415 -4.211 -1.647
```

Löwdin population analysis, charges in e, atoms 1 to 2:
1 C -0.10
2 C -0.11

***

4.
Entry from OMol25: C62H84CsN2O3P2Si as an isolated structure in a non-equilibrium geometry (ωB97M-V with the def2-TZVPD basis set).

XYZ file:
```
155
Properties=species:S:1:pos:R:3
Cs 0.949 -2.032 -1.285
C 5.795 -0.241 -1.467
Si 4.017 -0.238 -0.700
C 4.313 1.422 0.377
C 5.428 1.427 1.237
C 5.778 2.514 2.019
C 4.992 3.661 1.984
C 3.883 3.690 1.157
C 3.537 2.595 0.355
P 2.102 2.641 -0.789
C 2.869 3.469 -2.271
C 3.417 4.892 -2.076
C 4.470 5.256 -3.141
C 4.167 4.545 -4.457
C 4.324 3.025 -4.280
C 3.961 2.574 -2.855
C 1.103 4.033 -0.084
C 0.517 3.557 1.260
C -0.857 4.175 1.556
C -0.910 5.611 1.042
C -0.799 5.637 -0.494
C -0.030 4.420 -1.031
C 4.170 -1.502 0.785
C 5.275 -2.369 0.760
C 5.463 -3.381 1.688
C 4.536 -3.569 2.701
C 3.439 -2.728 2.766
C 3.238 -1.707 1.833
P 1.785 -0.581 2.073
C 0.371 -1.805 2.423
C 0.194 -2.406 3.850
C -1.130 -2.034 4.522
C -2.345 -2.458 3.695
C -2.103 -2.230 2.193
C -0.972 -1.233 1.922
C 2.176 0.136 3.739
C 1.043 1.060 4.196
C 1.351 1.695 5.551
C 2.671 2.463 5.498
C 3.810 1.561 5.028
C 3.487 0.918 3.682
H 6.624 -0.127 -0.762
H 5.833 0.601 -2.165
H 5.977 -1.140 -2.064
H 6.029 0.527 1.313
H 6.647 2.466 2.665
H 5.236 4.521 2.597
H 3.278 4.590 1.157
H 2.044 3.500 -2.997
H 3.871 4.978 -1.086
H 2.593 5.611 -2.119
H 5.464 4.950 -2.801
H 4.506 6.340 -3.276
H 4.816 4.904 -5.259
H 3.141 4.784 -4.756
H 5.357 2.736 -4.494
H 3.696 2.503 -5.005
H 4.836 2.629 -2.201
H 3.650 1.527 -2.855
H 1.723 4.922 0.080
H 1.217 3.815 2.061
H 0.437 2.467 1.260
H -1.057 4.138 2.630
H -1.645 3.589 1.073
H -0.073 6.163 1.479
H -1.823 6.117 1.366
H -0.298 6.556 -0.809
H -1.798 5.663 -0.943
H 0.341 4.629 -2.038
H -0.699 3.562 -1.113
H 6.014 -2.259 -0.025
H 6.332 -4.025 1.613
H 4.661 -4.364 3.427
H 2.720 -2.879 3.563
H 0.606 -2.649 1.766
H 1.001 -2.107 4.517
H 0.251 -3.497 3.781
H -1.168 -0.955 4.680
H -1.170 -2.487 5.516
H -3.222 -1.898 4.031
H -2.564 -3.514 3.876
H -3.022 -1.904 1.699
H -1.820 -3.172 1.719
H -1.183 -0.261 2.381
H -0.940 -1.065 0.841
H 2.305 -0.673 4.467
H 0.095 0.525 4.237
H 0.927 1.854 3.453
H 1.420 0.909 6.313
H 0.535 2.359 5.850
H 2.900 2.898 6.475
H 2.569 3.294 4.790
H 3.980 0.776 5.776
H 4.737 2.134 4.947
H 4.300 0.259 3.372
H 3.401 1.702 2.923
C -4.622 3.475 0.106
C -5.050 2.558 -1.049
C -5.310 3.404 -2.302
C -6.350 1.856 -0.656
C -3.923 1.570 -1.331
C -2.668 2.024 -1.728
C -1.639 1.117 -1.912
N -1.778 -0.201 -1.777
C -2.987 -0.651 -1.439
C -4.063 0.199 -1.187
C -3.147 -2.131 -1.324
C -4.366 -2.752 -1.543
C -4.481 -4.137 -1.431
C -3.334 -4.833 -1.082
C -2.146 -4.135 -0.898
N -2.046 -2.820 -1.023
C -5.815 -4.814 -1.727
C -6.203 -4.524 -3.185
C -5.740 -6.330 -1.541
C -6.892 -4.256 -0.788
H -5.416 4.192 0.326
H -3.717 4.032 -0.141
H -4.420 2.895 1.008
H -6.108 4.123 -2.105
H -5.613 2.772 -3.139
H -4.422 3.961 -2.602
H -7.124 2.603 -0.470
H -6.230 1.267 0.254
H -6.704 1.197 -1.452
H -2.478 3.080 -1.872
H -0.641 1.468 -2.159
H -4.995 -0.235 -0.857
H -5.220 -2.155 -1.837
H -3.328 -5.908 -0.980
H -1.215 -4.651 -0.672
H -5.438 -4.902 -3.866
H -6.315 -3.454 -3.365
H -7.152 -5.010 -3.424
H -5.005 -6.775 -2.214
H -6.714 -6.770 -1.765
H -5.478 -6.595 -0.515
H -7.014 -3.180 -0.913
H -6.632 -4.448 0.255
H -7.854 -4.732 -0.996
O 0.089 -7.307 -2.209
C -0.344 -6.277 -3.000
C -1.501 -6.389 -3.759
C -1.940 -5.320 -4.529
C -1.205 -4.148 -4.548
C -0.033 -4.059 -3.800
C 0.415 -5.106 -3.007
C 1.627 -4.932 -2.077
O 2.747 -4.940 -2.588
O 1.286 -4.683 -0.886
H -0.484 -8.068 -2.350
H -2.066 -7.317 -3.737
H -2.849 -5.411 -5.112
H -1.533 -3.302 -5.140
H 0.511 -3.120 -3.829
```

Computed properties:
* net charge: -1
* energy above the lowest of the compared OMol25 structures with the same formula, charge and spin: 0.0 kcal per mole

Löwdin population analysis, charges in e, atoms 1 to 2:
1 Cs 0.98
2 C -0.29

***

5.
Entry from OMol25: an isolated molecule of C4H5N3 in a non-equilibrium geometry (ωB97M-V with the def2-TZVPD basis set).

XYZ file:
```
12
Properties=species:S:1:pos:R:3
C -1.817 0.035 0.011
N -0.744 0.187 -0.948
C 1.481 -0.551 0.306
C 0.504 -0.225 -0.705
N 1.633 -0.455 -1.214
C 2.085 0.514 1.083
N 2.515 1.404 1.684
H -1.521 -0.725 0.734
H -2.725 -0.322 -0.483
H -2.038 0.957 0.554
H -0.909 0.715 -1.793
H 1.535 -1.533 0.771
```

Computed properties:
* SMILES string: CNC1=N[C@H]1C#N
* energy above the lowest of the compared OMol25 structures with the same formula, charge and spin: 62.3 kcal per mole

Löwdin population analysis, charges in e, atoms 1 to 2:
1 C -0.07
2 N 0.02

***

6.
Entry from OMol25: a 9-piece molecular cluster, C26H44N10O3 overall in a non-equilibrium geometry (ωB97M-V with the def2-TZVPD basis set).

XYZ file:
```
83
Properties=species:S:1:pos:R:3
C 3.529 2.009 -0.085
C 3.161 0.788 -1.148
C 1.715 0.069 -0.863
C 0.957 -0.083 -2.326
N -0.351 0.679 -2.347
C -0.170 2.154 -2.633
O 0.681 2.982 -1.764
C -0.033 3.906 -0.857
O 0.425 4.680 0.131
O -1.476 3.914 -1.242
C -1.607 2.964 -2.360
C -3.016 2.163 -2.605
C -3.440 1.115 -1.420
C -3.435 1.737 0.097
N -2.054 1.591 0.755
H 4.637 1.913 0.314
H 3.487 3.052 -0.659
H 2.754 2.082 0.804
H 3.207 1.279 -2.228
H 3.986 -0.051 -1.136
H 1.780 -0.969 -0.310
H 1.030 0.803 -0.219
H 0.666 -1.237 -2.409
H 1.658 0.129 -3.249
H -0.925 0.322 -3.168
H 0.138 2.515 -3.705
H -1.594 3.706 -3.295
H -3.890 2.922 -2.897
H -2.855 1.505 -3.588
H -4.570 0.803 -1.644
H -2.816 0.098 -1.461
H -3.797 2.855 0.130
H -4.167 1.095 0.787
H -1.343 1.287 0.039
H -1.731 2.524 1.098
C -1.878 0.016 4.586
C -0.633 -0.531 4.022
N 0.351 -0.963 3.576
H -2.746 -0.599 4.325
H -1.838 0.071 5.679
H -2.078 1.029 4.219
C 1.568 -3.861 -4.938
C 0.536 -2.913 -4.485
N -0.279 -2.164 -4.127
H 1.792 -3.737 -6.002
H 2.507 -3.728 -4.391
H 1.254 -4.900 -4.793
C -5.496 -0.076 6.311
C -4.196 0.481 6.719
N -3.168 0.921 7.042
H -5.970 0.532 5.533
H -5.395 -1.090 5.912
H -6.196 -0.128 7.152
C 4.510 3.877 -4.378
C 4.186 2.593 -5.021
N 3.931 1.578 -5.530
H 5.026 3.732 -3.423
H 5.161 4.493 -5.008
H 3.609 4.465 -4.173
C -6.949 -3.306 9.263
C -7.092 -2.641 7.957
N -7.206 -2.116 6.925
H -7.740 -3.005 9.959
H -6.998 -4.396 9.170
H -5.992 -3.064 9.737
C 4.072 -6.821 -3.147
C 3.119 -6.704 -4.264
N 2.366 -6.611 -5.146
H 4.123 -7.845 -2.765
H 5.086 -6.538 -3.450
H 3.793 -6.175 -2.308
C 0.879 3.019 3.638
C -0.399 2.971 4.368
N -1.408 2.933 4.945
H 1.301 4.030 3.627
H 1.628 2.361 4.089
H 0.760 2.708 2.594
C 5.378 -2.144 -2.829
C 5.018 -3.330 -3.624
N 4.734 -4.267 -4.253
H 4.560 -1.836 -2.170
H 6.251 -2.332 -2.195
H 5.620 -1.287 -3.467
```

Computed properties:
* SMILES string: CCCCN[C@@H]1OC(=O)O[C@@H]1CCCN.CC#N.CC#N.CC#N.CC#N.CC#N.CC#N.CC#N.CC#N

Löwdin population analysis, charges in e, atoms 1 to 2:
1 C -0.13
2 C -0.25

***

Number 1: calculated total energy -1310.5539 hartree, orbital gap 8.6 eV, molar mass 487.8 g/mol. Number 2: calculated total energy -776.4611 hartree, orbital gap 10.1 eV, molar mass 122.1 g/mol. Number 3: calculated total energy -3821.7877 hartree, orbital gap 8.6 eV, molar mass 1111.4 g/mol. Number 4: calculated total energy -3740.6430 hartree, orbital gap 4.7 eV, molar mass 1128.3 g/mol. Number 5: calculated total energy -319.6129 hartree, orbital gap 10.4 eV, molar mass 95.1 g/mol. Number 6: calculated total energy -1790.0639 hartree, orbital gap 9.2 eV, molar mass 544.7 g/mol.